Below is a cluster of 10 separate species, C70H146N6O14S4 in total at a distorted geometry, with properties calculated with ωB97M-V with the def2-TZVPD basis set.

The geometry in XYZ format:
```
240
Properties=species:S:1:pos:R:3:forces:R:3
S 7.291060 -0.584550 33.506930 -0.305 1.503 -0.870
S 14.149860 1.288450 28.474140 -0.758 0.766 2.264
S 11.467370 5.507800 25.379400 1.137 0.922 0.642
S 6.489050 4.582150 26.976020 -0.197 -0.573 1.085
O 12.741310 6.222970 25.128450 -1.948 -1.116 0.188
O 7.380340 0.645450 21.447460 1.575 -0.029 -0.377
O 3.097130 3.345150 28.371800 -0.626 1.405 1.374
O 7.369010 -1.995930 33.811300 -0.231 0.521 0.117
O 3.506410 8.891400 31.524170 -0.821 0.823 -0.615
O 6.345130 7.779200 24.518930 -0.506 0.118 -0.385
O 15.148250 0.949690 29.480020 -0.359 0.330 -0.810
O 5.125000 4.843590 27.441970 0.875 0.037 -0.725
O 6.975770 5.307330 25.802950 -0.154 -0.494 0.893
O 9.704170 8.744580 33.320410 -0.567 0.238 0.458
O 14.056860 0.438210 27.303140 -0.243 0.694 -0.018
O 11.135930 0.293620 26.424340 0.463 1.015 0.946
O 6.601570 0.380230 34.367930 0.989 -1.252 -0.525
O 11.167100 5.146340 26.776120 -0.121 0.507 -1.132
N 5.585680 8.625150 25.336360 -1.049 0.553 2.413
N 3.121710 2.203980 27.643850 -0.740 -1.624 -2.440
N 10.618810 -0.599710 25.546540 -0.741 -2.994 -2.702
N 10.453090 8.446220 32.200870 2.310 2.193 -1.202
N 6.126290 1.002870 21.813160 -1.979 1.340 1.334
N 3.835220 7.559470 31.665190 1.480 -1.747 1.569
C 6.042040 2.963460 20.157880 0.191 -0.782 -0.315
C 12.492030 1.403400 29.434320 1.608 1.863 -0.912
C 6.362190 9.801780 25.761750 -2.427 0.620 0.081
C 2.506310 3.585190 25.593480 0.006 -1.281 0.755
C 4.090560 8.610740 25.107470 1.795 0.567 -0.479
C 13.244460 3.886700 29.071230 1.000 -1.904 0.195
C 12.025530 2.903140 29.280280 -0.335 -0.034 -0.641
C 8.906320 0.509820 31.554830 -0.502 -1.238 1.202
C 3.203380 6.969140 32.882800 1.527 -2.031 -0.875
C 11.065820 6.427140 33.269620 0.850 -1.080 -0.244
C 3.947160 4.711590 31.850030 -0.808 -0.817 1.253
C 6.676030 2.748850 26.771320 0.589 0.889 0.055
C 10.025850 6.456740 24.583490 -0.434 -0.621 0.444
C 8.996390 -0.047090 33.007560 -0.145 -0.273 0.127
C 10.323330 -0.069760 24.186050 -0.569 0.107 0.167
C 3.032920 0.995390 28.449060 1.344 -1.177 0.115
C 4.062800 10.868060 26.490840 -0.802 -2.509 0.633
C 3.367840 1.834060 21.738720 -0.187 -2.230 0.213
C 10.947790 10.837870 31.526910 -1.103 0.207 1.482
C 11.341700 3.961840 24.390220 -0.497 2.467 0.187
C 10.569680 7.080570 31.975790 -1.486 -3.003 0.072
C 4.691820 5.394480 30.799790 0.598 1.649 -1.119
C 0.717280 2.439300 26.842650 -1.996 0.297 1.228
C 7.592140 2.248160 27.924260 0.373 -0.179 -1.084
C 4.972590 -0.227290 19.940970 -0.289 0.320 0.454
C 3.539530 7.713900 34.135990 0.942 2.362 -0.041
C 8.586440 -1.350180 26.837590 1.847 0.012 1.265
C 9.957160 -1.788390 26.158170 -1.736 -0.440 -1.791
C 4.255790 1.018360 29.391970 -0.664 1.042 0.341
C 11.606800 0.559870 23.529940 0.565 -1.451 0.519
C 10.370160 9.436040 31.139870 -0.008 0.684 0.141
C 9.692090 5.683720 23.289860 1.002 -1.373 1.603
C 5.539520 10.629960 26.785730 -0.226 0.975 -0.726
C 3.598800 7.145060 25.264200 0.602 0.361 0.219
C 7.742050 -0.308740 30.870750 1.919 0.308 -0.711
C 9.543010 -2.843620 25.064180 -1.199 0.686 -0.227
C 9.735580 -1.255850 23.270040 0.206 2.278 -0.650
C 9.288750 1.063460 24.301690 0.002 -0.670 -0.189
C 4.014780 6.774400 30.413870 0.079 -0.084 -0.358
C 6.652050 10.767430 24.623460 0.930 -0.491 -0.876
C 7.579140 3.252750 29.030480 -1.152 1.320 1.029
C 5.837300 2.425680 21.580480 0.154 1.803 1.496
C 3.320250 -0.153210 27.447570 0.197 -0.226 0.969
C 4.444860 2.797250 22.105820 -0.778 0.566 -0.364
C 1.752580 0.769690 29.228400 -0.020 0.408 0.285
C 6.808910 3.200700 22.547440 0.061 -0.273 -0.554
C 11.285160 9.062150 29.975670 -0.413 -2.494 -1.641
C 3.775810 0.347560 22.073810 0.845 1.403 -0.547
C 3.839290 9.159410 23.711550 -0.729 -0.557 -0.310
C 8.776950 -2.190480 23.907460 0.813 -0.974 0.744
C 10.951260 -2.567980 27.004250 -0.253 1.205 0.699
C 11.619320 6.714280 30.890220 0.770 -0.021 0.964
C 8.879710 9.659500 30.694520 0.609 -0.069 -0.638
C 3.910340 5.567520 33.111000 -1.920 0.473 0.058
C 2.326810 1.083440 25.670190 0.902 -0.263 -2.210
C 9.941810 4.183320 23.792640 0.263 -0.199 -1.538
C 2.140810 2.299530 26.516430 1.383 1.501 -0.971
C 5.681250 -1.342010 22.084690 -1.716 -0.704 -0.892
C 14.243100 3.129160 28.120920 -0.874 -0.359 -0.251
C 7.563450 9.317570 26.508960 1.135 -0.466 -0.906
C 2.322050 -0.279840 26.351010 -0.500 1.313 -0.219
C 3.348250 9.503260 26.132770 0.966 0.699 -0.058
C 9.183020 6.366460 31.594210 0.437 -0.071 -0.153
C 7.563060 4.707290 28.456900 0.603 -1.184 -0.820
C 5.161330 -0.014180 21.476500 0.089 -0.412 -0.408
C 6.603480 -0.310700 31.805540 -0.860 0.224 0.942
C 5.043500 7.503010 29.566490 0.817 0.928 -0.223
C 2.699400 6.654430 29.626870 -0.494 -0.164 0.532
C 1.703730 6.904330 32.770770 -0.435 -0.142 0.213
C 11.440100 7.500010 29.653130 -0.715 1.936 -0.391
H 4.222110 9.353990 31.966190 0.163 0.147 -0.108
H 4.308940 3.713630 32.097600 0.313 -0.090 -0.096
H 12.132250 1.334630 24.088290 -0.612 0.174 0.326
H 4.957300 -2.027430 21.644020 -0.563 -0.465 0.661
H 6.010900 7.376840 30.052620 0.180 0.444 0.205
H 8.348480 8.851250 30.191900 0.588 -0.609 -0.040
H 2.366280 9.758220 25.734250 -0.169 -0.379 -0.023
H 2.797460 8.892130 23.534760 -0.081 0.037 -0.792
H 12.637680 6.817240 31.264970 0.120 0.945 0.524
H 3.867370 11.682270 25.793000 0.185 -0.311 -0.365
H 9.524900 0.563920 33.739310 -0.662 0.500 0.032
H 4.384380 3.090210 23.153970 0.529 -0.633 0.321
H 11.729090 5.650900 30.677440 -1.141 -0.362 0.007
H 4.905420 4.826380 29.894400 -0.632 -0.136 -0.156
H 4.154990 0.292440 30.198810 0.372 -0.447 -0.414
H 9.377620 5.294380 31.624040 -0.067 -0.169 -0.315
H 12.357350 -0.230470 23.518530 0.108 -0.275 -0.226
H 2.472690 2.026550 22.330120 -0.177 0.199 -0.206
H 8.164530 10.134590 26.908070 -0.196 0.024 0.313
H 3.712600 3.864470 27.849200 0.380 0.842 0.436
H 4.016640 6.439420 24.546160 -0.356 0.349 -0.704
H 7.261780 8.580070 27.252720 0.043 0.229 0.249
H 8.452830 -2.960040 23.206880 0.227 -0.093 -0.260
H 9.152600 3.937460 24.503130 0.069 0.218 0.217
H 12.813630 1.386290 30.475660 0.064 -0.864 -0.107
H 8.300690 6.507410 32.218500 0.423 0.467 0.684
H 3.268670 5.097780 33.856450 -0.205 -0.332 0.021
H 3.129910 1.954140 20.681810 -0.159 -0.165 -0.073
H 11.985270 10.893470 31.856540 0.209 -0.559 -0.595
H 8.643220 1.567530 31.566630 0.017 0.024 0.014
H 2.246120 4.576710 25.963990 -0.009 -0.221 0.667
H 0.209100 1.480230 26.942870 0.037 -0.018 0.406
H 12.139700 4.134820 23.668150 -0.063 -0.557 -0.191
H 1.295410 6.603810 33.735690 -0.180 0.069 0.055
H 4.819060 8.563500 29.452080 -0.039 0.144 0.462
H 3.621420 11.188730 27.434480 -0.167 0.184 0.004
H 11.103690 -1.985980 27.913170 0.232 -0.413 0.411
H 11.384300 3.112760 30.136420 0.434 0.340 0.416
H 7.264740 5.499850 29.143160 -0.201 -0.132 -0.222
H 10.832590 9.523890 29.098130 -0.003 0.011 -0.195
H 4.823400 -1.295980 19.786890 0.426 0.119 -0.566
H 9.809260 3.454540 22.993010 -0.015 0.207 -0.158
H 10.515430 6.519620 34.205900 -0.276 0.292 -0.323
H 1.389010 7.925310 32.554790 -0.366 -0.076 -0.098
H 8.200750 9.894570 31.514190 0.401 0.568 0.110
H 8.959050 10.420450 29.918150 -0.562 0.469 0.279
H 3.232480 8.885610 27.023400 -0.092 0.280 0.314
H 5.635150 2.426650 26.742070 0.018 -0.393 0.125
H 7.831680 -1.719140 24.176530 0.181 0.240 0.486
H 8.653570 5.664700 22.959390 0.013 0.680 0.256
H 5.788710 4.017100 20.040510 0.379 0.063 0.439
H 13.026520 4.876710 28.670630 -0.508 -0.334 -0.260
H 10.539020 -1.791250 22.764140 0.190 -0.050 0.238
H 8.879560 -0.769480 27.712220 0.067 0.545 0.093
H 4.071770 3.707670 21.636740 0.688 0.461 -0.226
H 5.692360 5.619860 31.168880 0.187 0.355 0.235
H 10.339760 6.065270 22.500520 0.036 -0.565 -0.210
H 2.196400 7.618890 29.556850 0.412 0.368 -0.223
H 1.313480 6.212520 32.024310 0.138 0.118 0.000
H 4.582730 8.028660 34.163620 0.491 -0.598 -0.120
H 11.874500 0.572380 29.093500 -0.218 0.366 0.116
H 8.375770 0.657200 24.737020 -0.225 0.173 -0.154
H 7.443460 0.822910 20.506120 0.331 -0.160 -0.648
H 2.811130 6.236000 28.626610 0.122 -0.076 0.060
H 1.580520 1.658820 29.834980 -0.393 0.146 -0.102
H 2.932650 4.546350 31.487300 -0.283 -0.044 0.167
H 8.798180 6.651880 30.615170 0.438 -0.049 -0.315
H 10.582300 -3.574460 27.201650 0.066 0.125 0.237
H 8.048590 -2.162930 27.325690 -0.235 -0.312 -0.615
H 10.441650 11.246070 32.401730 -0.467 -0.127 0.163
H 8.596940 2.123230 27.520700 0.154 0.153 -0.153
H 2.509570 7.138520 25.304630 -0.023 -0.214 -0.264
H 8.351870 3.146870 29.791900 0.365 -0.013 -0.347
H 0.635770 3.028850 27.755830 -0.378 -0.072 0.147
H 3.836680 0.344390 23.162100 -0.150 -0.603 0.085
H 8.003020 -1.341810 30.641030 0.502 0.014 0.044
H 11.495710 3.108270 25.050360 -0.117 0.196 -0.117
H 13.903780 3.222450 27.089290 0.058 0.013 -0.097
H 10.203150 7.530290 24.519000 0.587 -0.222 -0.164
H 7.837420 3.125810 22.194360 0.063 -0.404 0.227
H 9.090390 1.442960 23.299320 -0.229 0.120 0.162
H 12.110210 6.701570 33.418060 0.019 0.423 0.279
H 4.299500 0.099210 27.040800 0.099 -0.176 -0.311
H 3.343020 7.227520 35.091450 -0.420 -0.150 -0.323
H 7.968750 -0.698080 26.220080 0.020 -0.460 -0.113
H 5.462440 2.477550 19.372990 -0.191 -0.331 0.176
H 3.576320 3.571640 25.386110 0.058 0.044 -0.204
H 12.320190 9.400690 29.928680 -0.127 0.518 1.076
H 3.285070 1.244540 25.176340 0.442 -0.327 -0.091
H 13.808240 4.073830 29.985140 -0.237 -0.180 0.351
H 10.391810 -3.432750 24.716950 0.266 0.378 -0.300
H 12.318960 7.456500 29.009860 -0.230 -0.423 -0.259
H 11.905430 -2.603250 26.478510 -0.079 -0.152 -0.060
H 6.561350 -1.848260 21.688180 0.635 1.009 0.201
H 9.567420 -0.973940 33.062040 -0.178 -0.232 -0.456
H 2.606720 -1.128420 25.728930 -0.278 0.245 -0.402
H 1.850020 -0.041970 29.949390 0.089 -0.231 -0.216
H 8.202130 8.805750 25.789080 0.252 -0.174 0.060
H 5.778060 0.239890 19.374340 0.251 -0.657 -0.160
H 1.623310 1.186000 24.843950 -0.345 -0.341 -0.044
H 4.827110 5.709880 33.683170 0.502 0.038 -0.747
H 9.915570 0.382460 31.163300 -0.264 0.037 -0.606
H 4.298230 1.974570 29.913460 -0.196 0.218 0.044
H 15.278620 3.460990 28.196380 -0.080 -0.224 0.094
H 7.521900 11.353120 24.920820 -0.226 0.553 -0.168
H 5.236950 7.233890 28.528100 -0.666 -0.885 -0.048
H 6.459180 7.051590 25.134700 0.399 -0.639 -0.307
H 1.922260 3.506590 24.676530 0.201 -0.301 -0.193
H 9.663770 1.854310 24.951330 -0.004 -0.092 -0.005
H 0.108410 2.938720 26.089020 0.396 0.266 -0.256
H 5.588100 -1.392750 23.169520 0.294 0.143 -0.054
H 9.132380 -0.781080 22.496190 0.469 0.510 -0.366
H 5.796160 11.360230 24.300730 0.019 0.282 0.564
H 7.354370 1.253090 28.300290 -0.431 0.108 -0.230
H 1.954400 6.091060 30.188730 0.192 -0.497 -0.230
H 10.553710 7.114520 29.149320 0.065 0.145 -0.426
H 6.661780 2.766270 23.536240 0.388 -0.143 -0.023
H 12.068880 0.086760 26.332600 0.640 0.516 0.674
H 11.535340 0.911750 22.500780 -0.628 -0.056 0.012
H 0.921050 0.573330 28.551580 -0.021 0.059 0.446
H 3.068490 -0.357760 21.637530 -0.198 -0.054 0.489
H 9.202030 6.339940 25.287610 0.046 -0.172 0.167
H 11.324490 3.098350 28.468780 0.212 -0.443 -0.521
H 3.982470 6.688180 26.176440 -0.151 0.501 0.510
H 5.168650 1.004800 28.796480 0.110 -0.599 0.165
H 7.091390 2.771720 19.933810 0.159 0.467 -0.416
H 3.101790 8.710480 34.078340 -0.766 -0.029 0.483
H 3.420240 -1.128640 27.923630 0.076 0.104 0.584
H 5.757360 10.298610 27.801040 -0.389 -0.099 0.028
H 4.522650 8.702720 22.995620 -0.257 -0.255 -0.100
H 6.661310 4.273960 22.667610 -0.660 0.097 -0.395
H 10.731920 11.582400 30.760640 0.298 -0.258 -0.312
H 11.146200 5.359530 33.065060 -0.195 -0.237 0.107
H 6.659950 3.075570 29.588860 -0.329 0.274 0.130
H 4.074700 0.258860 19.559470 -0.126 0.112 0.169
H 6.137970 0.674890 31.809720 -0.102 0.010 0.384
H 7.515690 0.165120 29.915590 -0.266 -0.077 0.089
H 8.850910 -3.597960 25.438430 0.157 0.060 0.949
H 6.932340 10.262930 23.698790 0.261 -0.404 0.053
H 7.193630 2.624430 25.820160 -0.338 -0.144 -0.127
H 5.828870 11.675110 26.676010 1.235 -0.047 0.510
H 8.556680 4.879560 28.043220 0.174 0.401 0.031
H 10.388130 8.646090 33.986820 -0.286 0.354 0.592
H 1.301770 -0.405150 26.713550 0.033 -0.606 0.233
H 5.837410 -1.047910 31.565180 0.115 -0.104 0.274
H 3.924710 10.236100 23.564810 0.083 0.082 0.541
```
Forces are in eV/Å.

## Properties
Relative energy (zero: lowest compared OMol25 entry of this formula, charge and spin) = 0.000 eV
Largest force on an atom = 0.080 Eh/bohr
SMILES string = CC1(C)CCCC(C)(C)N1O.CC1(C)CCCC(C)(C)N1O.CC1(C)CCCC(C)(C)N1O.CC1(C)CCCC(C)(C)N1O.CC1(C)CCCC(C)(C)N1O.CC1(C)CCCC(C)(C)N1O.O=S1(=O)CCCC1.O=S1(=O)CCCC1.O=S1(=O)CCCC1.O=S1(=O)CCCC1